A structure of composition C26H36IN3OsP, computed with wB97M-V/def2-TZVPD.

The relative energy (zero: lowest compared OMol25 entry of this formula, charge and spin) is 32.5 kcal/mol. The calculation puts the HOMO-LUMO gap (spin up / spin down) at 7.016 / 7.015 eV. The total charge is +1. The calculation puts the total energy at -1906.06343 Eh. As for the highest occupied orbital energy (spin up / spin down): -0.382 / -0.382 Eh.

```
68
C26H36IN3OsP | the Open Molecules 2025 dataset | wB97M-V/def2-TZVPD
Os 1.12 -1.00 -0.06
C -2.04 -3.04 1.59
C -1.90 -3.13 0.07
C -3.23 -3.50 -0.58
P -1.03 -1.67 -0.64
C -1.38 -1.76 -2.44
C -0.78 -3.04 -3.02
C -0.87 -0.54 -3.19
C -1.63 -0.10 0.02
C -2.99 0.04 0.35
C -3.51 1.23 0.81
C -4.97 1.37 1.16
C -2.63 2.31 0.96
C -1.29 2.20 0.67
C -0.75 1.00 0.18
N 0.61 0.87 -0.10
C 1.43 2.04 -0.17
C 1.40 2.87 -1.30
C 0.54 2.55 -2.48
C 2.21 4.00 -1.30
C 3.03 4.32 -0.23
C 3.92 5.53 -0.28
C 3.03 3.48 0.88
C 2.23 2.34 0.93
C 2.24 1.48 2.16
H -2.63 -3.88 1.95
H -2.55 -2.13 1.90
H -1.08 -3.08 2.09
H -1.18 -3.93 -0.14
H -4.01 -2.76 -0.39
H -3.57 -4.44 -0.15
H -3.16 -3.65 -1.66
H -2.47 -1.79 -2.51
H 0.31 -3.02 -2.92
H -1.02 -3.10 -4.08
H -1.14 -3.95 -2.55
H 0.21 -0.43 -3.07
H -1.35 0.38 -2.86
H -1.08 -0.67 -4.25
H -3.66 -0.79 0.20
H -5.54 0.52 0.80
H -5.39 2.27 0.71
H -5.11 1.45 2.24
H -3.01 3.26 1.32
H -0.64 3.06 0.80
H 0.75 1.55 -2.86
H 0.73 3.26 -3.28
H -0.52 2.59 -2.23
H 2.19 4.64 -2.17
H 3.45 6.35 -0.82
H 4.86 5.30 -0.78
H 4.16 5.88 0.73
H 3.65 3.73 1.73
H 2.80 1.96 2.96
H 2.70 0.50 1.98
H 1.23 1.28 2.53
C 2.58 -1.39 -1.08
H 3.52 -1.56 -0.54
H 2.58 -1.46 -2.17
I 2.10 -3.04 5.67
C 2.17 -2.87 3.63
C 3.12 -3.38 2.77
N 2.77 -3.03 1.53
N 1.62 -2.32 1.52
C 1.25 -2.22 2.80
H 4.01 -3.97 2.95
H 3.19 -3.27 0.65
H 0.37 -1.66 3.07
```

Mulliken atomic charge list, values in e, 6 entries:
1. Os 0.76
2. C -1.15
3. C 0.75
4. C -1.53
5. P 0.35
6. C 0.63

A structure of composition C26H36MnN6SSi, computed with wB97M-V/def2-TZVPD.

The relative energy (zero: lowest compared OMol25 entry of this formula, charge and spin) is 0.0 kcal/mol. Its expectation value of S² is 1.021. The spin multiplicity is 2. The calculation puts the HOMO-LUMO gap (spin up / spin down) at 7.415 / 7.411 eV. The total charge is +2. The calculation puts the total energy at -3179.01518 Eh. As for the highest occupied orbital energy (spin up / spin down): -0.518 / -0.518 Eh.

```
71
C26H36MnN6SSi | the Open Molecules 2025 dataset | wB97M-V/def2-TZVPD
Mn 0.92 -0.56 0.14
C -2.42 -4.08 -1.26
C -2.59 -3.06 -0.14
N -1.63 -1.97 -0.35
C -1.02 -1.69 -1.52
N -0.03 -0.74 -1.48
C 0.28 -0.19 -2.81
C 0.60 -1.34 -3.75
C -0.62 -2.22 -3.89
N -1.35 -2.34 -2.61
C -2.44 -3.33 -2.58
H -3.21 -4.82 -1.22
H -1.46 -4.60 -1.15
H -2.41 -3.50 0.84
H -3.60 -2.66 -0.16
H -1.63 -1.23 0.33
H 1.12 0.49 -2.71
H -0.57 0.39 -3.16
H 1.43 -1.92 -3.33
H 0.92 -0.97 -4.73
H -0.34 -3.23 -4.20
H -1.32 -1.82 -4.62
H -2.28 -4.01 -3.42
H -3.39 -2.82 -2.74
C 1.66 0.82 2.72
C 1.17 1.71 3.89
N -0.27 1.87 3.83
C -0.90 0.56 3.90
C -0.49 -0.29 2.67
N 0.50 0.46 1.84
C -0.13 1.73 1.37
C -0.65 2.54 2.60
H 2.12 -0.11 3.06
H 2.39 1.34 2.10
H 1.64 2.69 3.85
H 1.44 1.26 4.85
H -1.99 0.69 3.92
H -0.61 0.07 4.82
H -1.36 -0.50 2.05
H -0.03 -1.24 2.96
H -0.95 1.47 0.69
H 0.62 2.29 0.81
H -1.73 2.64 2.57
H -0.23 3.54 2.60
S 2.04 -2.45 0.85
C 1.43 -3.42 -0.41
N 0.99 -4.07 -1.26
C 4.58 -1.88 -4.49
C 4.49 -2.86 -3.51
C 4.02 -2.54 -2.24
C 3.60 -1.23 -1.97
C 3.71 -0.25 -2.96
C 4.20 -0.57 -4.21
Si 3.08 -0.69 -0.32
C 4.31 -0.14 0.91
C 4.72 1.20 0.87
C 5.71 1.66 1.72
C 6.30 0.78 2.63
C 5.91 -0.55 2.67
C 4.92 -1.01 1.82
H 4.95 -2.14 -5.47
H 4.80 -3.87 -3.72
H 3.97 -3.31 -1.49
H 3.43 0.78 -2.76
H 4.29 0.19 -4.97
H 2.02 0.48 -0.43
H 4.27 1.90 0.17
H 6.02 2.69 1.68
H 7.08 1.14 3.29
H 6.38 -1.23 3.37
H 4.64 -2.06 1.86
```

Mulliken atomic charge list, values in e, 6 entries:
1. Mn -0.26
2. C -0.50
3. C -0.63
4. N 0.21
5. C 0.11
6. N 0.29

A structure of composition C26H36N2O5PdSSi, computed with wB97M-V/def2-TZVPD.

The relative energy (zero: lowest compared OMol25 entry of this formula, charge and spin) is 4.5 kcal/mol. Its expectation value of S² is 0.759. The spin multiplicity is 2. The calculation puts the HOMO-LUMO gap (spin up / spin down) at 8.394 / 7.053 eV. The total charge is +1. The calculation puts the total energy at -2313.34200 Eh. As for the highest occupied orbital energy (spin up / spin down): -0.423 / -0.428 Eh.

```
72
C26H36N2O5PdSSi | the Open Molecules 2025 dataset | wB97M-V/def2-TZVPD
Pd -0.87 -0.10 -1.19
C 1.53 -1.57 -3.53
O 0.56 -2.14 -2.66
C -0.50 -2.78 -3.35
C -1.63 -1.83 -3.69
O -2.16 -1.28 -2.47
C -3.59 -1.09 -2.42
C -3.99 0.35 -2.60
O -3.51 1.05 -1.48
C -3.79 2.44 -1.55
H 2.01 -2.34 -4.13
H 2.27 -1.09 -2.89
H 1.09 -0.82 -4.19
H -0.88 -3.56 -2.70
H -0.14 -3.25 -4.28
H -2.42 -2.38 -4.20
H -1.30 -1.01 -4.34
H -3.90 -1.43 -1.43
H -4.05 -1.73 -3.17
H -5.08 0.40 -2.66
H -3.57 0.76 -3.52
H -4.87 2.62 -1.59
H -3.32 2.89 -2.43
H -3.39 2.90 -0.65
C -2.26 -3.83 2.44
Si -1.77 -3.40 0.69
C -0.03 -3.98 0.33
C -3.04 -4.10 -0.50
C -1.76 -1.52 0.60
H -2.28 -4.92 2.56
H -3.26 -3.46 2.68
H -1.56 -3.42 3.16
H 0.01 -5.07 0.27
H 0.63 -3.66 1.14
H 0.37 -3.56 -0.59
H -3.01 -5.19 -0.48
H -2.87 -3.79 -1.53
H -4.04 -3.79 -0.22
H -1.02 -0.99 1.20
H -2.65 -0.94 0.37
O 0.66 2.19 -1.89
C 1.00 1.89 -0.66
N 1.91 2.56 0.02
C 2.00 1.99 1.38
C 0.96 0.84 1.26
O 0.67 0.06 2.12
N 0.44 0.87 -0.03
C 3.36 1.38 1.66
C 3.63 0.92 2.95
C 4.84 0.31 3.23
C 5.79 0.16 2.23
C 5.53 0.61 0.95
C 4.31 1.21 0.66
C 1.58 3.04 2.40
C 2.51 3.99 2.80
C 2.15 5.02 3.65
C 0.84 5.09 4.13
C -0.09 4.14 3.74
C 0.27 3.12 2.87
H 2.31 3.43 -0.27
H 2.88 1.04 3.72
H 5.04 -0.04 4.23
H 6.74 -0.31 2.46
H 6.27 0.50 0.17
H 4.12 1.56 -0.35
H 3.54 3.92 2.45
H 2.88 5.75 3.96
H 0.56 5.88 4.81
H -1.10 4.19 4.11
H -0.46 2.38 2.59
S -0.81 1.62 -3.91
C -0.31 1.30 -2.44
```

Mulliken atomic charge list, values in e, 6 entries:
1. Pd 0.45
2. C -0.79
3. O -0.22
4. C -0.60
5. C -0.66
6. O 0.62

A structure of composition C26H36N3NiO5P2S, computed with wB97M-V/def2-TZVPD.

Its expectation value of S² is 2.008. The spin multiplicity is 3. The calculation puts the HOMO-LUMO gap (spin up / spin down) at 7.858 / 7.917 eV. The total charge is +1. The calculation puts the total energy at -4141.91566 Eh. As for the highest occupied orbital energy (spin up / spin down): -0.374 / -0.375 Eh.

```
74
C26H36N3NiO5P2S | the Open Molecules 2025 dataset | wB97M-V/def2-TZVPD
Ni 0.02 -0.11 0.20
C 1.40 0.25 3.62
P -0.01 -0.11 2.51
C -1.38 0.76 3.37
C -0.33 -1.89 2.91
C -1.43 -2.47 2.02
P -1.06 -2.13 0.24
C -2.59 -2.70 -0.61
C 0.10 -3.47 -0.20
H 1.14 0.00 4.65
H 1.65 1.31 3.56
H 2.26 -0.33 3.32
H -1.45 0.44 4.41
H -2.32 0.56 2.87
H -1.19 1.83 3.34
H -0.60 -1.99 3.97
H 0.60 -2.42 2.73
H -2.39 -1.98 2.25
H -1.55 -3.54 2.19
H -2.79 -3.74 -0.39
H -2.45 -2.57 -1.68
H -3.43 -2.09 -0.29
H -0.25 -4.43 0.16
H 1.08 -3.24 0.22
H 0.20 -3.49 -1.29
N -0.87 5.07 0.21
C -1.47 3.88 0.11
C -0.75 2.67 0.26
N -1.35 1.50 0.12
C -2.66 1.48 -0.16
C -3.36 2.68 -0.29
N -2.78 3.85 -0.14
H 0.11 5.16 0.42
H -1.44 5.90 0.14
H 0.31 2.68 0.48
H -3.13 0.52 -0.28
H -4.41 2.69 -0.51
O 1.82 1.10 0.31
C 2.49 0.03 0.29
O 1.90 -1.09 0.33
C 3.96 0.06 0.21
C 4.67 1.13 0.76
C 6.06 1.19 0.68
C 6.69 0.16 0.02
O 8.02 -0.01 -0.21
C 8.15 -1.24 -0.89
O 6.86 -1.78 -1.11
C 5.98 -0.92 -0.53
C 4.62 -0.99 -0.44
H 4.12 1.91 1.26
H 6.62 2.00 1.11
H 8.75 -1.93 -0.28
H 8.65 -1.07 -1.86
H 4.06 -1.81 -0.86
C 4.86 4.01 -2.04
C 3.61 3.23 -2.32
C 3.63 1.85 -2.47
C 2.46 1.15 -2.69
C 1.26 1.82 -2.76
C 1.21 3.20 -2.60
C 2.39 3.90 -2.39
S -0.29 0.91 -2.91
C 0.03 0.12 -4.53
O -0.15 -0.21 -1.92
H 5.72 3.36 -1.97
H 4.74 4.55 -1.10
H 5.04 4.74 -2.83
H 4.57 1.33 -2.41
H 2.48 0.07 -2.78
H 0.26 3.71 -2.62
H 2.36 4.97 -2.28
H 1.05 -0.24 -4.59
H -0.15 0.87 -5.30
H -0.67 -0.71 -4.65
```

Mulliken atomic charge list, values in e, 6 entries:
1. Ni 1.06
2. C -1.51
3. P 1.42
4. C -1.41
5. C -1.16
6. C -1.16

A structure of composition C26H36N3PdSi2, computed with wB97M-V/def2-TZVPD.

The relative energy (zero: lowest compared OMol25 entry of this formula, charge and spin) is 50.3 kcal/mol. The calculation puts the HOMO-LUMO gap at 6.527 eV. The total charge is -1. The calculation puts the total energy at -1883.52693 Eh. As for the highest occupied orbital energy: -0.135 Eh.

```
68
C26H36N3PdSi2 | the Open Molecules 2025 dataset | wB97M-V/def2-TZVPD
Pd 0.23 -0.06 -0.32
C -2.40 -1.87 1.23
N -1.78 -1.63 -0.06
C -1.37 -2.87 -0.69
C -2.62 -0.77 -0.86
C -3.50 -1.24 -1.82
C -4.29 -0.35 -2.54
C -4.20 1.00 -2.30
C -3.32 1.49 -1.34
C -2.52 0.62 -0.60
N -1.61 1.05 0.34
C -1.98 1.48 1.55
C -3.28 1.96 1.85
C -3.59 2.43 3.11
C -2.66 2.42 4.13
C -1.40 1.90 3.88
C -1.05 1.44 2.62
N 0.23 0.84 2.36
C 1.28 1.85 2.48
C 0.51 -0.27 3.26
H -3.35 -2.44 1.13
H -2.61 -0.92 1.72
H -1.72 -2.45 1.86
H -2.17 -3.63 -0.74
H -0.54 -3.29 -0.12
H -1.01 -2.66 -1.70
H -3.59 -2.30 -2.01
H -4.98 -0.73 -3.29
H -4.81 1.70 -2.87
H -3.23 2.55 -1.18
H -4.03 1.95 1.07
H -4.59 2.82 3.29
H -2.92 2.79 5.12
H -0.68 1.84 4.68
H 1.26 2.36 3.46
H 1.14 2.59 1.68
H 2.24 1.37 2.34
H 0.73 0.05 4.29
H 1.37 -0.82 2.88
H -0.35 -0.94 3.29
C -0.38 1.91 -3.55
Si 0.14 0.21 -2.74
C -0.60 -1.07 -4.05
C 2.03 0.10 -3.18
C 2.42 0.13 -4.52
C 3.73 -0.02 -4.91
C 4.71 -0.19 -3.94
C 4.34 -0.21 -2.61
C 3.02 -0.07 -2.20
Si 2.62 -0.04 -0.29
C 3.55 -1.66 0.33
C 3.87 1.37 0.26
H 0.00 1.99 -4.56
H 0.01 2.75 -2.97
H -1.46 2.01 -3.59
H -0.53 -0.66 -5.05
H -1.64 -1.28 -3.85
H -0.05 -2.01 -4.04
H 1.66 0.27 -5.29
H 4.00 0.00 -5.96
H 5.75 -0.32 -4.23
H 5.12 -0.34 -1.87
H 4.58 -1.68 -0.03
H 3.05 -2.55 -0.04
H 3.58 -1.73 1.41
H 4.75 1.37 -0.38
H 4.21 1.25 1.28
H 3.42 2.35 0.17
```

Mulliken atomic charge list, values in e, 6 entries:
1. Pd -0.43
2. C -1.12
3. N 1.04
4. C -1.05
5. C 0.03
6. C -0.36

A structure of composition C26H37BaMn2N5O4, computed with wB97M-V/def2-TZVPD.

Its expectation value of S² is 30.017. The spin multiplicity is 11. The calculation puts the HOMO-LUMO gap (spin up / spin down) at 3.582 / 3.291 eV. The total charge is +4. The calculation puts the total energy at -3913.46203 Eh. As for the highest occupied orbital energy (spin up / spin down): -0.686 / -0.686 Eh.

```
75
C26H37BaMn2N5O4 | the Open Molecules 2025 dataset | wB97M-V/def2-TZVPD
Ba 1.40 5.21 0.01
Mn 4.95 2.79 0.77
Mn 0.52 -0.88 -4.77
C 0.57 1.01 -1.31
C 1.47 1.51 -0.29
C 2.77 0.74 0.06
O 3.82 1.34 0.60
C 2.83 -0.50 -0.43
C 1.82 -1.07 -1.29
C 0.72 -0.25 -1.83
O 0.06 -0.59 -2.91
O 2.01 -2.18 -1.70
O 1.20 2.59 0.30
H -0.16 1.69 -1.72
H 3.65 -1.14 -0.12
C -3.19 0.53 2.93
C -2.03 1.32 3.53
C -1.11 1.86 2.43
C -1.75 2.80 1.50
N -2.27 3.48 0.72
H -2.88 -0.21 2.19
H -3.99 1.16 2.54
H -3.65 -0.05 3.74
H -1.46 0.67 4.19
H -2.49 2.13 4.09
H -0.85 0.97 1.85
H -0.16 2.33 2.72
C 1.54 -1.34 3.69
C 1.86 -2.77 3.35
C 1.37 -3.13 1.93
C -0.09 -3.36 1.97
N -1.23 -3.46 2.01
H 1.70 -0.69 2.82
H 1.98 -1.00 4.62
H 0.45 -1.36 3.74
H 1.49 -3.57 3.98
H 2.94 -2.96 3.30
H 1.64 -4.12 1.53
H 1.64 -2.30 1.27
C 6.17 -3.51 2.14
C 5.67 -2.12 1.75
C 6.25 -1.57 0.43
C 5.80 -2.26 -0.78
N 5.45 -2.74 -1.76
H 5.51 -3.85 2.94
H 7.18 -3.56 2.54
H 5.99 -4.26 1.37
H 6.00 -1.43 2.53
H 4.58 -2.15 1.73
H 7.33 -1.75 0.50
H 6.03 -0.51 0.29
C -4.86 3.33 -4.18
C -3.60 4.03 -3.69
C -2.77 3.21 -2.68
C -1.62 3.92 -2.15
N -0.72 4.51 -1.76
H -5.24 3.98 -4.97
H -5.66 3.26 -3.45
H -4.64 2.36 -4.62
H -3.85 4.95 -3.15
H -3.00 4.33 -4.55
H -2.47 2.21 -3.01
H -3.41 3.00 -1.81
C -5.07 -0.64 -3.01
C -3.61 -0.95 -2.78
C -3.01 -0.61 -1.43
C -3.63 -1.52 -0.45
N -4.14 -2.22 0.30
H -5.35 0.33 -2.60
H -5.72 -1.39 -2.57
H -5.32 -0.71 -4.07
H -2.97 -0.46 -3.56
H -3.34 -1.97 -3.10
H -3.10 0.40 -1.02
H -1.94 -0.84 -1.39
```

Mulliken atomic charge list, values in e, 6 entries:
1. Ba 1.84
2. Mn 1.36
3. Mn 1.40
4. C -0.03
5. C -0.18
6. C 0.55

Copy entry 6 word for word.
A structure of composition C26H37BaMn2N5O4, computed with wB97M-V/def2-TZVPD.

Its expectation value of S² is 30.017. The spin multiplicity is 11. The calculation puts the HOMO-LUMO gap (spin up / spin down) at 3.582 / 3.291 eV. The total charge is +4. The calculation puts the total energy at -3913.46203 Eh. As for the highest occupied orbital energy (spin up / spin down): -0.686 / -0.686 Eh.

```
75
C26H37BaMn2N5O4 | the Open Molecules 2025 dataset | wB97M-V/def2-TZVPD
Ba 1.40 5.21 0.01
Mn 4.95 2.79 0.77
Mn 0.52 -0.88 -4.77
C 0.57 1.01 -1.31
C 1.47 1.51 -0.29
C 2.77 0.74 0.06
O 3.82 1.34 0.60
C 2.83 -0.50 -0.43
C 1.82 -1.07 -1.29
C 0.72 -0.25 -1.83
O 0.06 -0.59 -2.91
O 2.01 -2.18 -1.70
O 1.20 2.59 0.30
H -0.16 1.69 -1.72
H 3.65 -1.14 -0.12
C -3.19 0.53 2.93
C -2.03 1.32 3.53
C -1.11 1.86 2.43
C -1.75 2.80 1.50
N -2.27 3.48 0.72
H -2.88 -0.21 2.19
H -3.99 1.16 2.54
H -3.65 -0.05 3.74
H -1.46 0.67 4.19
H -2.49 2.13 4.09
H -0.85 0.97 1.85
H -0.16 2.33 2.72
C 1.54 -1.34 3.69
C 1.86 -2.77 3.35
C 1.37 -3.13 1.93
C -0.09 -3.36 1.97
N -1.23 -3.46 2.01
H 1.70 -0.69 2.82
H 1.98 -1.00 4.62
H 0.45 -1.36 3.74
H 1.49 -3.57 3.98
H 2.94 -2.96 3.30
H 1.64 -4.12 1.53
H 1.64 -2.30 1.27
C 6.17 -3.51 2.14
C 5.67 -2.12 1.75
C 6.25 -1.57 0.43
C 5.80 -2.26 -0.78
N 5.45 -2.74 -1.76
H 5.51 -3.85 2.94
H 7.18 -3.56 2.54
H 5.99 -4.26 1.37
H 6.00 -1.43 2.53
H 4.58 -2.15 1.73
H 7.33 -1.75 0.50
H 6.03 -0.51 0.29
C -4.86 3.33 -4.18
C -3.60 4.03 -3.69
C -2.77 3.21 -2.68
C -1.62 3.92 -2.15
N -0.72 4.51 -1.76
H -5.24 3.98 -4.97
H -5.66 3.26 -3.45
H -4.64 2.36 -4.62
H -3.85 4.95 -3.15
H -3.00 4.33 -4.55
H -2.47 2.21 -3.01
H -3.41 3.00 -1.81
C -5.07 -0.64 -3.01
C -3.61 -0.95 -2.78
C -3.01 -0.61 -1.43
C -3.63 -1.52 -0.45
N -4.14 -2.22 0.30
H -5.35 0.33 -2.60
H -5.72 -1.39 -2.57
H -5.32 -0.71 -4.07
H -2.97 -0.46 -3.56
H -3.34 -1.97 -3.10
H -3.10 0.40 -1.02
H -1.94 -0.84 -1.39
```

Mulliken atomic charge list, values in e, 6 entries:
1. Ba 1.84
2. Mn 1.36
3. Mn 1.40
4. C -0.03
5. C -0.18
6. C 0.55